No. 1
{"formula": "C20H40O", "method": "ωB97M-V/def2-TZVPD", "gap_ev": 10.0, "spin_multiplicity": 1, "smiles": "C/C(=C\\CO)CCC[C@H](C)CCC[C@@H](C)CCCC(C)C", "homo_ev": -9.2, "e_above_lowest_kcal_mol": 2.1, "elements": ["C", "C", "C", "C", "O", "H", "H", "H", "H", "C", "H", "H", "C", "C", "H", "H", "C", "C", "H", "H", "H", "C", "C", "C", "H", "H", "C", "C", "H", "H", "H", "C", "C", "H", "C", "H", "C", "C", "H", "H", "H", "C", "H", "H", "H", "H", "H", "H", "H", "H", "H", "H", "H", "H", "H", "H", "H", "H", "H", "H", "H"], "xyz": [[5.5212, 0.0329, -1.5127], [4.9347, -0.5674, -0.2672], [5.5874, -1.4233, 0.5138], [6.9990, -1.8953, 0.2928], [7.9642, -0.8889, 0.5351], [7.7259, -0.1136, 0.0153], [7.1151, -2.2830, -0.7330], [7.2430, -2.7000, 0.9883], [5.1018, -1.7968, 1.4039], [3.5427, -0.1126, 0.0716], [2.9011, -0.2452, -0.8022], [3.1433, -0.7232, 0.8834], [3.5247, 1.3595, 0.5010], [2.1695, 1.8042, 1.0520], [2.2546, 2.8429, 1.3820], [1.9419, 1.1987, 1.9331], [0.9919, 1.6999, 0.0733], [1.2217, 2.5623, -1.1654], [2.0820, 2.2138, -1.7305], [1.3936, 3.5977, -0.8780], [0.3584, 2.5277, -1.8245], [-0.2998, 2.1071, 0.7957], [-1.5708, 1.7075, 0.0481], [-2.8169, 2.0272, 0.8716], [-2.8316, 3.1005, 1.0794], [-2.7433, 1.5175, 1.8347], [-4.1524, 1.6510, 0.2120], [-4.4283, 2.5160, -1.0180], [-4.3402, 3.5720, -0.7725], [-3.7282, 2.2877, -1.8179], [-5.4344, 2.3349, -1.3901], [-4.2499, 0.1684, -0.1667], [-4.0925, -0.7774, 1.0220], [-3.0874, -0.6961, 1.4345], [-4.3794, -2.2381, 0.6695], [-5.3965, -2.3084, 0.2749], [-3.4204, -2.8679, -0.3480], [-3.8782, -4.2915, -0.6636], [-3.8507, -4.9061, 0.2340], [-4.8957, -4.2927, -1.0482], [-3.2302, -4.7464, -1.4096], [-1.9810, -2.8894, 0.1607], [-1.9249, -3.4052, 1.1173], [-1.3390, -3.4100, -0.5469], [-1.5914, -1.8830, 0.2891], [-3.4560, -2.2873, -1.2754], [-4.3432, -2.8301, 1.5881], [-4.7921, -0.4727, 1.8052], [-5.2302, -0.0028, -0.6197], [-3.4994, -0.0562, -0.9248], [-4.9372, 1.8606, 0.9499], [-1.6211, 2.2350, -0.9040], [-1.5294, 0.6373, -0.1611], [-0.2960, 3.1873, 0.9593], [-0.3163, 1.6283, 1.7786], [0.8869, 0.6554, -0.2388], [4.2729, 1.4980, 1.2859], [3.8101, 1.9931, -0.3390], [5.9382, 1.0188, -1.3018], [6.3097, -0.5909, -1.9273], [4.7486, 0.1582, -2.2692]], "forces_ev_per_a": [[0.1, -0.1, 0.1], [-0.2, -0.2, 0.0], [0.2, -0.1, 0.0], [-0.2, -0.1, -0.3], [0.3, 0.3, 0.1], [0.0, -0.1, 0.1], [0.0, 0.0, 0.2], [-0.1, 0.0, -0.1], [-0.2, 0.0, 0.1], [0.2, 0.2, 0.1], [-0.1, -0.1, 0.0], [-0.1, -0.1, 0.0], [-0.2, -0.1, 0.1], [0.1, -0.1, -0.3], [-0.1, 0.1, 0.1], [0.0, 0.0, 0.1], [0.0, 0.3, 0.3], [-0.1, -0.3, 0.1], [0.1, 0.0, -0.1], [0.0, 0.2, 0.0], [-0.1, 0.0, -0.1], [0.0, -0.4, -0.3], [0.0, 0.2, 0.4], [-0.1, -0.2, -0.2], [0.0, 0.0, 0.1], [0.0, 0.0, 0.1], [0.1, 0.0, -0.2], [0.0, -0.1, 0.3], [0.0, 0.2, 0.0], [0.1, 0.0, -0.1], [-0.1, 0.0, -0.1], [0.0, 0.1, 0.4], [-0.2, -0.1, -0.3], [0.1, 0.1, 0.1], [0.2, 0.2, -0.1], [-0.1, 0.0, 0.0], [-0.1, -0.2, 0.2], [0.1, 0.3, -0.1], [0.0, -0.1, 0.1], [-0.1, -0.1, 0.0], [0.0, -0.1, -0.1], [-0.2, 0.1, -0.2], [0.0, -0.1, 0.1], [0.1, 0.0, 0.0], [0.1, 0.1, 0.1], [0.0, 0.0, 0.0], [-0.1, -0.1, 0.0], [0.1, 0.1, 0.1], [0.0, 0.0, -0.1], [0.0, 0.0, -0.1], [0.0, 0.0, 0.0], [0.0, -0.1, -0.1], [0.0, -0.1, -0.1], [0.0, 0.1, 0.1], [0.0, 0.0, 0.1], [0.0, 0.0, 0.0], [0.1, 0.0, -0.1], [0.1, 0.1, 0.0], [0.0, 0.1, -0.1], [0.1, 0.0, -0.1], [0.0, 0.0, -0.1]]}

***

No. 2
{"formula": "C8H7O4P", "method": "ωB97M-V/def2-TZVPD", "gap_ev": 7.9, "spin_multiplicity": 1, "homo_ev": -8.1, "e_above_lowest_kcal_mol": 81.0, "elements": ["C", "C", "C", "C", "C", "C", "C", "C", "O", "O", "O", "O", "P", "H", "H", "H", "H", "H", "H", "H"], "xyz": [[-1.1761, -0.6962, 2.3995], [-1.0032, 0.7238, 2.3291], [-0.5146, -1.3991, 1.5414], [-0.3802, 1.3868, 1.3252], [0.4265, -0.8701, 0.5540], [0.2597, 0.6617, 0.3575], [0.9551, 1.0351, -2.7220], [0.7500, 0.9917, -0.8281], [0.8545, -2.5669, -1.8306], [1.4570, 0.1578, -1.7466], [0.6024, 2.0210, -1.7249], [-0.9572, -0.8725, -1.7413], [0.2361, -1.4336, -1.2045], [-1.9034, -1.1474, 3.0723], [-1.5189, 1.2745, 3.1273], [-0.4856, -2.5231, 1.5060], [-0.6334, 2.4310, 1.2595], [1.4606, -1.1806, 0.9604], [1.5578, 1.4150, -3.6165], [0.0129, 0.5910, -3.0175]], "forces_ev_per_a": [[-0.9, 0.6, 0.8], [-0.8, 1.6, 0.8], [0.8, -4.4, -1.6], [-2.6, 0.9, 2.7], [2.6, 0.9, -0.1], [2.5, -2.7, -2.5], [-1.3, 1.6, -2.2], [0.5, 2.1, 0.0], [1.7, -1.6, 0.3], [0.4, -0.5, 1.9], [0.5, -0.2, 0.2], [-3.1, 1.6, -0.9], [0.3, -1.4, 0.8], [0.4, 0.2, 0.1], [0.2, 0.1, -0.6], [-0.6, 1.1, 0.4], [0.7, 0.4, -0.2], [-1.1, 0.6, -0.9], [-0.2, -0.8, 1.8], [-0.2, 0.0, -0.8]]}

***

No. 3
{"formula": "C3H6ClN2", "method": "ωB97M-V/def2-TZVPD", "gap_ev": 10.2, "spin_multiplicity": 1, "smiles": "Cl[N@H+]1C=NCC1", "homo_ev": -15.5, "e_above_lowest_kcal_mol": 68.7, "charge": 1, "elements": ["C", "C", "C", "N", "N", "Cl", "H", "H", "H", "H", "H", "H"], "xyz": [[-0.6824, -1.5328, 0.0653], [-0.1827, 0.7376, -0.0338], [0.8730, -0.1643, -0.7893], [-1.0539, -0.1949, 0.7123], [0.3961, -1.4272, -0.5515], [-2.7677, 0.1182, 0.3929], [-1.1303, -2.4140, 0.4642], [0.3010, 1.5988, 0.5209], [-0.7964, 1.0703, -0.9408], [0.8741, -0.0053, -1.9403], [1.9318, -0.0760, -0.3153], [-0.8985, -0.2361, 1.7313]], "forces_ev_per_a": [[2.3, 0.5, 0.7], [0.8, 2.2, -2.7], [1.7, 2.2, 0.3], [-0.8, -0.1, -0.6], [-1.6, -3.5, -0.4], [0.4, 0.0, 0.6], [-0.6, -0.4, -0.1], [-1.1, -1.2, -0.3], [0.5, 0.2, 1.8], [0.4, 0.0, 2.1], [-1.7, -0.1, -1.2], [-0.2, 0.2, -0.3]]}

***

No. 4
{"formula": "C3H7NO2S", "method": "ωB97M-V/def2-TZVPD", "gap_ev": 8.2, "spin_multiplicity": 1, "homo_ev": -8.3, "e_above_lowest_kcal_mol": 94.4, "elements": ["C", "C", "C", "N", "O", "O", "S", "H", "H", "H", "H", "H", "H", "H"], "xyz": [[-1.0824, 0.2746, -0.2566], [1.3922, -0.1455, -0.0293], [0.0281, -0.1706, 0.6379], [-0.0187, 0.7828, 1.7683], [0.5874, -2.1121, -2.5413], [-1.0386, -0.4080, -1.4925], [0.4188, -0.6916, -2.2214], [-2.1920, -0.0385, 0.0850], [-1.0132, 1.3371, -0.4517], [1.5950, 0.7301, -0.6014], [2.1418, -0.9320, 0.1842], [-0.1637, -1.1650, 0.9051], [-0.7918, 0.7424, 2.4787], [0.1371, 1.7964, 1.5350]], "forces_ev_per_a": [[-2.6, -1.1, -0.8], [-2.3, -1.5, -2.6], [0.7, 2.3, 0.7], [-0.1, 1.0, 1.7], [-0.5, 0.8, 0.3], [0.5, -1.0, -1.5], [0.8, -0.3, 2.2], [2.6, 1.1, -0.1], [-0.2, 0.4, 0.2], [1.0, 0.9, 0.5], [-0.5, 0.9, -0.2], [-0.3, -1.4, 1.1], [1.0, -0.4, -1.4], [-0.2, -1.8, 0.0]]}

***

No. 5
{"formula": "C16H26F3GaNO8S", "method": "ωB97M-V/def2-TZVPD", "gap_ev": 8.1, "spin_multiplicity": 1, "homo_ev": -5.9, "e_above_lowest_kcal_mol": 0.0, "charge": -1, "elements": ["O", "C", "O", "C", "Ga", "C", "C", "C", "F", "F", "F", "C", "C", "O", "O", "N", "C", "S", "H", "H", "H", "H", "H", "H", "H", "H", "H", "H", "O", "C", "O", "C", "C", "C", "H", "H", "H", "H", "H", "H", "H", "H", "O", "C", "O", "C", "C", "C", "H", "H", "H", "H", "H", "H", "H", "H"], "xyz": [[-0.5723, 5.0275, -0.0806], [0.3783, 5.5186, 0.4705], [1.0476, 6.5539, -0.1705], [0.9370, 5.0684, 1.7471], [2.5409, 3.8297, 1.3191], [3.6895, 3.7096, 2.9895], [5.0001, 4.5052, 2.9131], [5.7306, 4.4479, 4.2185], [6.7732, 5.2687, 4.2588], [6.1711, 3.2390, 4.4979], [4.9714, 4.8068, 5.2487], [1.9455, 1.9419, 0.8211], [0.4741, 1.7569, 0.6861], [-0.3676, 2.2000, 1.4157], [0.0476, 0.9495, -0.3555], [3.5053, 4.7432, -0.1780], [4.3032, 3.9950, -0.6547], [5.6323, 3.2829, -1.2570], [1.0383, 7.3132, 0.4169], [1.3760, 5.9276, 2.2475], [0.1915, 4.5652, 2.3387], [3.0945, 4.0421, 3.8307], [3.9528, 2.6681, 3.1420], [5.6494, 4.0131, 2.1953], [4.8530, 5.5364, 2.6256], [2.2576, 1.2638, 1.6071], [2.4201, 1.6000, -0.0987], [0.6378, 1.0756, -1.1042], [-3.4136, -2.9384, -2.5398], [-3.8171, -1.9271, -2.0239], [-3.1434, -0.7898, -2.2074], [-3.6201, 0.4915, -1.7677], [-3.2987, 0.7557, -0.3134], [-5.0260, -1.9404, -1.1178], [-4.6847, 0.5955, -1.9896], [-3.1012, 1.2182, -2.3899], [-3.7840, 0.0319, 0.3444], [-3.6261, 1.7545, -0.0255], [-2.2270, 0.6773, -0.1434], [-4.7168, -2.2888, -0.1333], [-5.7535, -2.6366, -1.5295], [-5.5179, -0.9767, -1.0166], [-2.2283, -6.4432, 0.5650], [-2.0754, -6.6675, -0.6026], [-1.9983, -7.9560, -1.0086], [-1.9697, -8.3398, -2.3812], [-0.5730, -8.2575, -2.9633], [-1.8967, -5.5605, -1.6130], [-2.6947, -7.7637, -2.9587], [-2.3104, -9.3745, -2.3973], [-0.1898, -7.2377, -2.9430], [-0.5680, -8.6056, -3.9970], [0.1136, -8.8717, -2.3803], [-0.8627, -5.2192, -1.5782], [-2.5501, -4.7372, -1.3464], [-2.1452, -5.8425, -2.6328]], "forces_ev_per_a": [[0.0, -0.1, -0.4], [-0.6, -0.3, 0.1], [-0.3, 0.2, -0.1], [0.7, 0.5, -0.7], [-0.8, -0.1, 1.1], [0.3, 0.4, -0.9], [-0.5, -0.8, 0.1], [-0.7, 0.6, -0.6], [1.3, 0.8, -0.2], [0.6, -1.5, 0.2], [-0.9, 0.4, 1.0], [-0.2, 0.3, -0.8], [-0.2, 0.2, 0.0], [0.0, -0.3, 0.3], [-0.1, 0.4, -0.1], [0.1, -1.5, -0.1], [0.9, 1.4, 0.0], [-0.6, -0.3, 0.0], [0.4, 0.1, 0.2], [0.2, 0.0, 0.4], [-0.1, -0.2, 0.2], [-0.2, 0.1, 0.2], [-0.1, -0.3, 0.1], [0.2, 0.2, -0.3], [0.0, 0.3, 0.0], [0.2, 0.0, 0.3], [0.3, -0.1, 0.0], [0.2, -0.3, 0.0], [0.0, 0.0, -0.1], [0.0, 0.0, 0.3], [0.1, 0.0, -0.3], [-0.1, 0.3, 0.3], [0.0, -0.3, 0.1], [-0.3, 0.2, -0.2], [0.0, -0.1, 0.0], [0.1, -0.1, -0.1], [-0.1, 0.0, 0.0], [0.1, 0.0, 0.0], [0.0, 0.2, 0.0], [0.0, 0.0, 0.0], [0.1, -0.1, 0.1], [0.1, 0.0, 0.1], [-0.1, -0.1, 0.1], [0.2, 0.4, -0.2], [-0.2, -0.3, 0.2], [0.1, 0.0, -0.2], [0.1, 0.1, 0.1], [-0.3, -0.2, -0.1], [0.1, 0.1, 0.0], [0.0, 0.0, 0.1], [-0.1, 0.0, -0.1], [0.0, 0.0, 0.0], [0.0, -0.1, 0.0], [0.0, 0.0, 0.0], [0.1, 0.1, 0.1], [0.1, 0.0, 0.0]]}